1.
Below is a molecular structure, C14H12AuClNO4S, with properties calculated with ωB97M-V/def2-TZVPD.

Computed properties:
Largest force on an atom: 0.6 eV Å⁻¹
2S+1: 1
Highest occupied orbital energy: -0.1676 hartree
Calculated total energy: -1890.5364 Eh
Energy relative to the best compared isomer or geometry (same formula, charge and spin): 0.0000 eV
Net charge: -1

Geometry (Å):
Au: -1.302 1.570 0.889
O: -2.920 1.821 -1.213
N: -3.798 0.883 -1.267
C: -4.528 0.756 -2.408
C: -5.488 -0.207 -2.566
C: -5.721 -1.095 -1.515
C: -4.977 -0.964 -0.369
C: -4.000 0.029 -0.212
S: -3.099 0.167 1.251
H: -4.263 1.494 -3.149
H: -6.037 -0.253 -3.495
H: -6.465 -1.876 -1.600
H: -5.119 -1.637 0.465
C: 3.304 1.402 -0.186
C: 3.270 -0.073 0.091
C: 4.234 -0.904 -0.475
C: 4.173 -2.276 -0.328
Cl: 5.407 -3.274 -1.066
C: 3.144 -2.874 0.374
C: 2.191 -2.060 0.961
C: 2.257 -0.676 0.848
O: 1.248 0.013 1.454
C: 1.586 1.070 2.355
C: 1.380 2.508 1.840
O: 2.163 3.354 2.254
O: 0.407 2.727 1.037
H: 3.950 1.597 -1.042
H: 3.672 1.984 0.659
H: 2.305 1.775 -0.414
H: 5.028 -0.466 -1.066
H: 3.095 -3.950 0.463
H: 1.369 -2.480 1.524
H: 2.617 0.971 2.699
H: 0.916 0.943 3.209



2.
Below is a gas-phase ion, C7H9O3S2 (charge -1), with properties calculated with ωB97M-V/def2-TZVPD.

Computed properties:
SMILES: C/C=C/[C@]1(S(=O)(=O)[O-])CC=CS1
Largest force on an atom: 4.4 eV Å⁻¹
2S+1: 1
Highest occupied orbital energy: -0.1309 hartree
Calculated total energy: -1294.2159 Eh
Energy relative to the best compared isomer or geometry (same formula, charge and spin): 0.1274 eV
Net charge: -1

Geometry (Å):
C: 2.427 -0.041 -2.136
C: 1.232 0.236 -1.432
C: 1.161 0.412 -0.127
C: -0.057 0.460 0.587
S: -0.120 -1.645 1.128
O: -1.212 -1.794 2.035
O: -0.277 -2.207 -0.201
O: 1.167 -1.882 1.733
C: -1.425 0.434 -0.124
C: -2.463 0.697 0.851
C: -1.967 1.152 2.018
S: -0.198 1.311 2.123
H: 2.440 0.430 -3.108
H: 3.361 0.250 -1.647
H: 2.506 -1.089 -2.294
H: 0.331 0.439 -2.019
H: 1.953 0.373 0.484
H: -1.592 -0.534 -0.577
H: -1.341 1.168 -1.068
H: -3.491 0.294 0.843
H: -2.435 1.537 2.932



3.
Below is a molecular structure, C9H19AgCl8NiO5P, with properties calculated with ωB97M-V/def2-TZVPD.

Computed properties:
Largest force on an atom: 4.3 eV Å⁻¹
2S+1: 4
Highest occupied orbital energy (spin up / spin down): -0.3495 / -0.3453 hartree
Calculated total energy: -6408.5893 Eh

Geometry (Å):
Ag: 13.387 6.503 -10.125
Ni: 14.287 4.437 -12.492
P: 11.721 4.634 -11.336
O: 11.233 3.156 -11.081
O: 12.441 4.870 -12.711
O: 13.186 4.404 -10.748
O: 11.443 5.907 -10.481
C: 16.127 7.118 -12.195
O: 14.970 6.376 -11.882
H: 15.946 7.883 -12.950
H: 16.479 7.590 -11.277
H: 16.918 6.475 -12.581
Cl: 15.289 10.895 -17.966
C: 14.900 9.648 -16.770
C: 16.081 9.029 -16.092
Cl: 16.798 10.299 -15.086
H: 14.352 8.842 -17.257
H: 14.252 10.098 -16.018
H: 16.871 8.660 -16.747
H: 15.836 8.294 -15.325
Cl: 16.042 7.864 -8.651
C: 16.506 9.334 -7.715
C: 17.527 8.758 -6.649
Cl: 16.728 7.722 -5.395
H: 15.633 9.866 -7.337
H: 17.115 9.909 -8.413
H: 18.090 9.540 -6.140
H: 18.362 8.222 -7.100
Cl: 12.958 8.919 -11.036
C: 12.834 10.493 -11.714
C: 14.154 11.038 -12.250
Cl: 15.324 11.217 -11.008
H: 12.348 11.143 -10.986
H: 12.167 10.322 -12.560
H: 13.940 12.039 -12.626
H: 14.577 10.468 -13.077
Cl: 20.445 6.760 -16.796
C: 20.962 7.801 -15.390
C: 20.340 7.343 -14.056
Cl: 21.220 5.856 -13.544
H: 20.549 8.733 -15.776
H: 22.037 7.980 -15.360
H: 19.294 7.059 -14.173
H: 20.390 8.125 -13.299



4.
Below is a molecular structure, C8H15AuClI2N2OP, with properties calculated with ωB97M-V/def2-TZVPD.

Computed properties:
Largest force on an atom: 11.7 eV Å⁻¹
2S+1: 3
Highest occupied orbital energy (spin up / spin down): -0.5538 / -0.5411 hartree
Calculated total energy: -2030.5414 Eh
Energy relative to the best compared isomer or geometry (same formula, charge and spin): 1.3468 eV
Net charge: +2

Geometry (Å):
I: 4.551 1.798 -1.724
I: 4.112 -2.435 -1.628
Au: 0.002 -0.173 -0.326
P: -1.216 -0.087 -2.461
C: 0.013 -0.076 -3.799
C: -2.268 -1.562 -2.730
H: -3.069 1.440 -2.008
H: -2.694 1.325 -3.756
H: -1.640 2.283 -2.682
C: -2.263 1.394 -2.724
H: -3.055 -1.620 -1.994
H: -2.722 -1.473 -3.749
H: -0.581 -0.068 -4.754
H: 0.602 -0.983 -3.715
H: -1.640 -2.449 -2.716
H: 0.595 0.836 -3.701
C: 1.730 -0.168 -0.621
O: 2.896 -0.045 -0.594
Cl: -2.230 -0.042 0.144
C: 0.593 1.198 5.140
N: 0.663 0.375 3.920
C: 1.185 -0.922 3.865
C: 1.100 -1.281 2.526
N: 0.588 -0.201 1.802
C: 0.272 0.743 2.684
H: 0.007 0.689 5.924
H: 1.622 1.376 5.536
H: 0.131 2.153 4.899
H: 1.552 -1.475 4.713
H: 1.388 -2.234 2.049
H: -0.224 1.684 2.481



5.
Below is a molecular structure, C19H18NOSeZr, with properties calculated with ωB97M-V/def2-TZVPD.

Computed properties:
Largest force on an atom: 2.2 eV Å⁻¹
2S+1: 1
Highest occupied orbital energy: -0.4102 hartree
Calculated total energy: -3313.0224 Eh
Energy relative to the best compared isomer or geometry (same formula, charge and spin): 0.0000 eV
Net charge: +1

Geometry (Å):
C: 0.854 -2.498 3.514
C: -0.570 -2.278 3.582
C: -1.003 -1.852 2.275
H: -1.256 -2.568 4.388
C: 0.150 -1.824 1.406
C: 1.312 -2.164 2.191
H: 2.331 -2.326 1.812
H: 1.481 -2.943 4.291
H: -2.054 -1.774 1.984
H: 0.127 -1.724 0.314
C: -0.923 1.123 1.508
C: -1.225 1.749 2.773
C: -0.038 2.385 3.231
H: -2.211 1.782 3.239
C: 0.989 2.202 2.257
C: 0.447 1.417 1.171
H: 0.932 1.222 0.213
H: -1.680 0.682 0.875
H: 0.009 3.010 4.108
H: 2.012 2.563 2.344
Zr: 0.408 -0.055 3.209
O: -0.217 0.085 -1.750
C: -1.623 -0.366 -1.865
C: -0.483 -0.866 -2.736
H: -1.931 -1.007 -1.036
H: -2.397 0.274 -2.304
H: -0.142 -1.910 -2.546
H: 1.088 -1.877 -4.800
C: 0.718 -0.861 -4.983
C: -0.176 -0.253 -4.051
C: -0.524 1.102 -4.248
H: -1.129 1.612 -3.497
C: 0.061 1.843 -5.274
H: -0.071 2.926 -5.257
C: 0.865 1.216 -6.243
H: 1.297 1.810 -7.058
C: 1.218 -0.137 -6.074
H: 1.956 -0.593 -6.751
Se: 0.133 0.088 8.106
C: 0.524 0.334 6.430
N: 0.740 0.450 5.253